Density functional theory data (ωB97M-V/def2-TZVPD) for a structure of composition C43H41AsBr4FeNO3.

```
! wB97M-V def2-TZVPD RIJCOSX def2/J DEFGRID3
* xyz -1 5
Fe 0.119 0.162 1.279
C 1.441 -3.454 1.950
C 0.022 -4.003 2.111
C -0.351 -4.874 0.918
C -0.957 -2.866 2.348
C -0.605 -1.846 3.230
C -1.424 -0.741 3.426
C -2.647 -0.634 2.766
C -3.545 0.543 2.997
C -3.005 -1.661 1.902
C -2.174 -2.752 1.689
H 2.107 -4.222 1.554
H 1.857 -3.116 2.897
H 1.449 -2.597 1.280
H 0.013 -4.635 3.012
H -0.363 -4.281 0.001
H -1.329 -5.340 1.037
H 0.384 -5.670 0.794
H 0.326 -1.894 3.774
H -1.102 0.033 4.108
H -4.275 0.323 3.777
H -4.083 0.808 2.090
H -2.970 1.413 3.300
H -3.943 -1.591 1.365
H -2.478 -3.506 0.976
Br 6.143 0.832 4.777
C 4.869 0.496 3.420
C 5.271 0.164 2.143
Br 7.109 0.023 1.714
C 4.306 -0.080 1.158
Br 4.785 -0.548 -0.620
C 2.949 0.000 1.424
O 2.012 -0.209 0.550
C 2.528 0.335 2.763
O 1.253 0.385 2.987
C 3.504 0.580 3.719
Br 2.884 1.028 5.452
O -0.402 -1.198 -0.300
As -0.215 -0.851 -1.908
C 1.045 -2.097 -2.661
C 1.923 -2.707 -1.778
C 2.884 -3.582 -2.263
C 2.960 -3.848 -3.620
C 2.087 -3.228 -4.504
C 1.132 -2.344 -4.027
C 0.446 0.876 -2.413
C 1.815 1.083 -2.291
C 2.358 2.291 -2.698
C 1.537 3.285 -3.208
C 0.170 3.079 -3.312
C -0.381 1.868 -2.920
C -1.931 -1.112 -2.743
C -2.185 -0.847 -4.085
C -3.450 -1.075 -4.604
C -4.459 -1.560 -3.784
C -4.209 -1.815 -2.444
C -2.945 -1.591 -1.919
H 1.875 -2.457 -0.728
H 3.583 -4.038 -1.578
H 3.711 -4.530 -3.997
H 2.156 -3.426 -5.565
H 0.466 -1.852 -4.725
H 2.450 0.321 -1.853
H 3.421 2.457 -2.587
H 1.962 4.232 -3.507
H -0.473 3.865 -3.687
H -1.452 1.719 -2.978
H -1.409 -0.445 -4.726
H -3.649 -0.867 -5.647
H -5.446 -1.731 -4.192
H -4.998 -2.185 -1.804
H -2.725 -1.774 -0.872
C 1.640 3.602 0.771
N 0.892 4.320 1.774
C 0.360 5.548 1.232
C -0.119 3.488 2.424
C -1.234 3.018 1.513
C -2.322 3.874 1.349
C -3.360 3.575 0.484
C -3.311 2.386 -0.224
C -2.242 1.522 -0.027
C -1.164 1.786 0.828
H 2.456 4.235 0.413
H 1.023 3.310 -0.089
H 2.071 2.702 1.202
H 1.185 6.184 0.910
H -0.201 6.080 2.001
H -0.309 5.396 0.368
H -0.540 4.092 3.233
H 0.389 2.630 2.869
H -2.354 4.798 1.915
H -4.196 4.254 0.373
H -4.113 2.118 -0.902
H -2.282 0.560 -0.554
*
```

energy: -15739.278344 Ha
lowest unoccupied orbital energy (alpha / beta): 2.18 / 2.18 eV
HOMO level (alpha / beta): -3.9622 / -4.0955 eV

***

Density functional theory data (ωB97M-V/def2-TZVPD) for a structure of composition C43H41Cl5INO4SSeW.

```
! wB97M-V def2-TZVPD RIJCOSX def2/J DEFGRID3
* xyz -2 3
W 1.067 -0.262 0.276
Cl 2.531 -2.797 1.115
C 1.409 -3.327 -0.099
C 0.658 -2.315 -0.728
C -0.141 -2.845 -1.766
Cl -1.094 -1.808 -2.773
C -0.209 -4.200 -2.099
Cl -1.226 -4.754 -3.379
C 0.559 -5.132 -1.417
Cl 0.523 -6.801 -1.838
C 1.391 -4.676 -0.405
Cl 2.397 -5.789 0.444
I -1.242 -0.609 1.804
C -1.571 1.515 1.805
C -2.760 1.974 2.295
C -3.032 3.354 2.290
C -2.078 4.229 1.851
C -0.822 3.771 1.388
C 0.204 4.675 1.046
C 1.435 4.194 0.703
C 1.657 2.811 0.576
C 0.673 1.865 0.791
C -0.564 2.370 1.304
H -3.492 1.269 2.674
H -3.988 3.719 2.648
H -2.261 5.299 1.865
H 0.004 5.741 1.101
H 2.252 4.881 0.510
H 2.651 2.496 0.307
C -2.413 -3.318 8.111
C -2.299 -3.400 6.609
C -3.406 -3.231 5.791
C -3.314 -3.307 4.403
C -4.544 -3.093 3.564
C -2.073 -3.573 3.806
Se -1.914 -3.675 1.893
C -0.939 -3.748 4.625
C 0.415 -4.001 4.030
C -1.074 -3.655 6.006
H -3.406 -2.977 8.410
H -1.677 -2.625 8.524
H -2.244 -4.296 8.570
H -4.373 -3.030 6.246
H -5.432 -2.992 4.192
H -4.672 -3.925 2.870
H -4.422 -2.196 2.954
H 0.760 -3.112 3.498
H 0.361 -4.805 3.295
H 1.147 -4.258 4.799
H -0.194 -3.776 6.631
C -4.132 1.327 -0.639
C -2.834 1.847 -1.199
C -2.737 3.153 -1.676
C -1.538 3.601 -2.203
C -1.421 4.999 -2.759
C -0.430 2.762 -2.239
C -0.472 1.442 -1.758
C -1.727 1.023 -1.267
N 0.606 0.556 -1.697
C 1.651 0.643 -2.752
C 2.410 -0.702 -2.807
C 3.508 -0.675 -3.878
C 4.510 0.450 -3.610
C 3.761 1.785 -3.595
C 3.074 2.025 -4.941
C 2.113 0.871 -5.234
C 2.873 -0.455 -5.250
C 1.026 0.822 -4.156
C 2.715 1.731 -2.479
H -4.541 2.030 0.089
H -3.975 0.368 -0.143
H -4.869 1.187 -1.433
H -3.592 3.820 -1.619
H -2.350 5.552 -2.611
H -1.211 4.967 -3.831
H -0.609 5.548 -2.277
H 0.495 3.191 -2.596
H -1.838 -0.001 -0.958
H 1.709 -1.510 -3.033
H 2.859 -0.906 -1.836
H 4.032 -1.637 -3.869
H 5.286 0.452 -4.385
H 4.991 0.296 -2.640
H 4.462 2.603 -3.392
H 3.817 2.112 -5.743
H 2.513 2.966 -4.906
H 1.642 1.030 -6.211
H 3.645 -0.439 -6.029
H 2.183 -1.274 -5.477
H 0.358 -0.024 -4.342
H 0.425 1.726 -4.206
H 2.255 2.707 -2.329
H 3.211 1.458 -1.551
O 3.283 0.142 0.191
S 3.456 0.161 1.712
O 4.306 -0.924 2.144
O 1.996 -0.111 2.122
O 3.883 1.455 2.178
*
```

energy: -7484.402365 Ha
lowest unoccupied orbital energy (alpha / beta): 4.02 / 4.02 eV
HOMO level (alpha / beta): -1.8013 / -1.8042 eV

***

Density functional theory data (ωB97M-V/def2-TZVPD) for a structure of composition C43H41CoGeIN5O4.

```
! wB97M-V def2-TZVPD RIJCOSX def2/J DEFGRID3
* xyz 2 1
Co -0.288 -0.511 0.307
C -2.801 1.205 0.642
O -1.415 0.990 0.990
C -0.973 1.414 2.234
C -1.723 2.103 3.159
C -1.092 2.486 4.344
C 0.243 2.192 4.582
C 0.989 1.499 3.639
C 0.357 1.103 2.474
N 0.966 0.377 1.415
N 2.194 0.432 1.229
C 2.663 -0.076 0.019
C 1.885 0.048 -1.129
O 0.616 0.563 -1.040
C 2.407 -0.328 -2.373
C 3.677 -0.830 -2.450
C 4.500 -0.962 -1.307
C 5.811 -1.489 -1.397
C 6.585 -1.609 -0.279
C 6.080 -1.210 0.976
C 4.813 -0.707 1.098
C 4.000 -0.564 -0.047
H -3.444 0.671 1.340
H -2.924 0.818 -0.365
H -2.996 2.277 0.658
H -2.758 2.356 2.985
H -1.660 3.028 5.086
H 0.708 2.505 5.506
H 2.032 1.261 3.799
H 1.787 -0.248 -3.254
H 4.067 -1.148 -3.409
H 6.183 -1.798 -2.366
H 7.585 -2.012 -0.348
H 6.705 -1.306 1.853
H 4.434 -0.414 2.067
C -5.017 -2.407 1.559
C -4.262 -2.400 0.249
N -2.897 -1.919 0.476
C -2.239 -2.039 1.658
N -0.988 -1.582 1.715
C -0.184 -2.014 2.862
C -0.992 -1.839 4.136
C -2.229 -2.704 4.030
N -2.870 -2.553 2.721
C -4.198 -3.165 2.584
H -5.988 -2.881 1.428
H -5.189 -1.387 1.910
H -4.733 -1.748 -0.486
H -4.229 -3.408 -0.172
H -2.282 -1.953 -0.327
H 0.729 -1.425 2.910
H 0.115 -3.061 2.739
H -1.258 -0.785 4.248
H -0.415 -2.135 5.011
H -2.962 -2.444 4.794
H -1.969 -3.758 4.168
H -4.668 -3.128 3.565
H -4.095 -4.218 2.304
Ge -0.084 2.010 -2.136
C -1.625 1.204 -2.944
C -2.840 1.890 -2.874
C -3.976 1.365 -3.471
C -3.908 0.143 -4.128
C -2.707 -0.550 -4.196
C -1.567 -0.018 -3.615
C 1.425 2.591 -3.153
C 2.297 3.513 -2.574
C 3.399 3.971 -3.281
C 3.624 3.520 -4.574
C 2.749 2.616 -5.165
C 1.652 2.155 -4.459
H -0.453 2.978 -1.006
H -2.902 2.850 -2.371
H -4.911 1.909 -3.430
H -4.794 -0.269 -4.593
H -2.655 -1.506 -4.698
H -0.645 -0.584 -3.663
H 2.121 3.882 -1.569
H 4.072 4.688 -2.831
H 4.478 3.883 -5.130
H 2.918 2.283 -6.180
H 0.961 1.469 -4.939
I 5.556 -5.693 0.214
C 3.823 -4.713 -0.380
C 3.372 -4.837 -1.690
C 2.214 -4.191 -2.081
C 1.504 -3.407 -1.173
C 1.958 -3.297 0.135
C 3.113 -3.948 0.537
C 0.271 -2.740 -1.671
O -0.242 -2.980 -2.732
O -0.326 -1.891 -0.815
H 3.920 -5.443 -2.398
H 1.845 -4.285 -3.093
H 1.402 -2.716 0.860
H 3.461 -3.862 1.557
*
```

energy: -5994.818333 Ha
lowest unoccupied orbital energy (alpha / beta): -6.98 / -7.15 eV
relative energy (zero: lowest compared OMol25 entry of this formula, charge and spin): 0.0 kcal per mole
HOMO level (alpha / beta): -12.8484 / -12.8477 eV

***

Q: Which of these has the highest energy?
A: C43H41CoGeIN5O4